An isolated molecule of CH5N3 in a non-equilibrium geometry, computed with wB97M-V/def2-TZVPD.

As for the spin multiplicity: 1. The net charge is 0. The relative energy (zero: lowest compared OMol25 entry of this formula, charge and spin) is 214.57 kJ/mol.

Element x y z (Å)
1 H 0.28424 1.23633 -1.01922
2 N -0.34671 1.57064 -0.19151
3 C -0.53522 0.52533 0.54878
4 N -0.13452 -0.74836 0.37321
5 N 0.85686 -1.09835 -0.58476
6 H -1.30865 0.54950 1.36399
7 H -0.43110 -1.39583 0.99306
8 H 0.37520 -1.05185 -1.44124
9 H 1.66218 -0.55763 -0.36786

***

A cluster of 15 separate species, H30O15 in total in a non-equilibrium geometry, computed with wB97M-V/def2-TZVPD.

As for the spin multiplicity: 1. The net charge is 0. The relative energy (zero: lowest compared OMol25 entry of this formula, charge and spin) is 800.08 kJ/mol.

Element x y z (Å)
1 H 0.13240 -0.04404 1.38222
2 H 0.63519 0.34522 0.00174
3 H 0.75345 1.64010 4.12212
4 H 0.61540 0.97942 2.76032
5 H -3.29560 -1.33332 -2.05292
6 H -3.14713 0.17929 -2.05404
7 H 1.11526 2.27470 -2.60228
8 H 2.24634 3.19876 -2.18175
9 H -1.64312 -0.82493 -3.26133
10 H -1.35827 -1.34591 -4.66043
11 H -1.11143 -3.95757 3.52691
12 H -0.26301 -4.06148 2.27015
13 H 3.70227 -0.88501 0.78785
14 H 2.42335 -0.06406 0.80839
15 H 1.51315 -1.01513 -3.07280
16 H 1.86704 -0.83762 -1.60539
17 H -2.32855 2.24449 1.55771
18 H -3.65749 2.92302 1.26864
19 H 1.76424 -3.23317 2.47176
20 H 2.13882 -4.48016 3.25581
21 H 0.04312 3.25645 0.53834
22 H 1.17715 2.53219 1.24509
23 H -0.75966 -1.45720 0.99137
24 H -0.00954 -1.12374 -0.28776
25 H -4.04842 0.66412 0.45719
26 H -3.76191 -0.80235 0.17894
27 H 3.74296 2.10086 -0.93621
28 H 4.31754 1.04454 -1.86577
29 H -0.61286 1.16103 -0.95153
30 H -1.82801 0.25564 -1.06878
31 O 0.79828 0.49443 0.93990
32 O 0.77332 1.83354 3.17809
33 O -3.78920 -0.52115 -1.89249
34 O 1.88875 2.31687 -2.02876
35 O -1.54018 -1.64236 -3.76153
36 O -0.67775 -4.59973 2.95372
37 O 3.36434 -0.00008 0.60984
38 O 1.20133 -0.60013 -2.26069
39 O -2.72759 2.93414 1.01536
40 O 2.24076 -3.52173 3.25831
41 O 0.65327 2.51735 0.43618
42 O -0.83627 -1.50254 0.03165
43 O -4.18032 -0.02361 -0.20510
44 O 3.91193 1.91887 -1.86751
45 O -1.44335 1.06196 -1.43056

***

A cluster of 15 separate species, C64H144B4F12N8O6 in total in a non-equilibrium geometry, computed with wB97M-V/def2-TZVPD.

As for the spin multiplicity: 1. The net charge is +4.

Element x y z (Å)
1 B 0.04395 -0.28618 0.71195
2 H -1.32784 0.09436 -1.73063
3 H -0.58652 -1.01975 1.61764
4 H 1.04126 -1.32613 0.11806
5 H 1.24498 2.61529 1.80282
6 C 3.31832 3.36493 2.29727
7 C 4.31157 4.38914 1.72061
8 C 4.11158 4.76068 0.26920
9 C 4.96904 5.95441 -0.10866
10 C 4.48815 7.18291 0.56312
11 C 4.47842 7.03070 2.08678
12 N 4.14375 5.65442 2.49932
13 O 3.73968 5.55017 3.68665
14 C 3.42896 8.00247 2.68467
15 C 5.82762 7.37117 2.70594
16 C 5.77973 3.93963 2.11631
17 H 3.35268 2.43133 1.73636
18 H 2.31176 3.62693 2.03567
19 H 3.50157 3.20818 3.35606
20 H 3.08296 5.12083 0.23344
21 H 4.33801 3.85154 -0.27831
22 H 4.91568 6.09055 -1.19772
23 H 6.01934 5.74875 0.09996
24 H 3.42321 7.28797 0.32345
25 H 4.95276 8.16330 0.41459
26 H 3.69163 8.94066 2.18729
27 H 3.48262 8.11436 3.75894
28 H 2.43699 7.83572 2.26232
29 H 5.75039 7.31141 3.79176
30 H 6.02660 8.40572 2.42332
31 H 6.71815 6.80372 2.42885
32 H 5.85431 2.98982 1.61251
33 H 5.83004 3.83319 3.19112
34 H 6.60700 4.58842 1.83355
35 C -1.17190 -1.72784 -4.28635
36 C -2.22198 -1.60057 -5.44185
37 C -1.58183 -1.20369 -6.75662
38 C -2.47292 -1.42400 -7.97553
39 C -2.74647 -2.89675 -8.09955
40 C -3.53239 -3.47546 -6.90944
41 N -2.89141 -2.91707 -5.67380
42 O -2.96431 -3.60233 -4.63378
43 C -3.44249 -4.96055 -6.85865
44 C -5.04038 -2.97706 -6.83296
45 C -3.35841 -0.59322 -5.05185
46 H -0.41886 -2.47862 -4.49896
47 H -1.71786 -2.04630 -3.42682
48 H -0.80201 -0.72004 -4.32066
49 H -0.65736 -1.74628 -6.96160
50 H -1.33049 -0.15543 -6.53942
51 H -1.96520 -1.02277 -8.86406
52 H -3.42622 -0.87859 -7.90787
53 H -1.82396 -3.46823 -8.23108
54 H -3.36822 -3.21965 -8.93752
55 H -3.83477 -5.44362 -7.74459
56 H -4.01299 -5.36527 -6.02664
57 H -2.40641 -5.28621 -6.72702
58 H -4.97941 -1.91504 -6.89639
59 H -5.45622 -3.38986 -5.92466
60 H -5.48713 -3.36480 -7.73835
61 H -3.77450 -0.91468 -4.09361
62 H -4.16102 -0.55553 -5.77822
63 H -2.89997 0.39591 -5.01785
64 C -2.50304 -3.53343 7.51901
65 C -2.32445 -3.14347 6.04793
66 C -2.84990 -1.70028 5.88074
67 C -2.25616 -0.96907 4.72548
68 C -0.77808 -0.76732 4.96140
69 C -0.07820 -2.15194 4.93945
70 N -0.81443 -3.06087 5.80348
71 O -0.13005 -4.00855 6.24645
72 C 1.38047 -2.06621 5.36842
73 C -0.03057 -2.86043 3.55235
74 C -2.87812 -4.19374 5.06942
75 H -3.54327 -3.25284 7.63670
76 H -1.91968 -2.85151 8.11216
77 H -2.28400 -4.57606 7.62115
78 H -2.51925 -1.27194 6.81385
79 H -3.94442 -1.79420 5.91503
80 H -2.80315 -0.03227 4.55042
81 H -2.41543 -1.48473 3.76914
82 H -0.59985 -0.33426 5.94607
83 H -0.18778 -0.14808 4.28122
84 H 1.49765 -1.75077 6.40516
85 H 1.82895 -1.30066 4.72365
86 H 1.88604 -3.01880 5.21501
87 H -0.98903 -3.06659 3.09421
88 H 0.44060 -3.83675 3.68281
89 H 0.62604 -2.20463 2.98331
90 H -2.69955 -3.90003 4.03672
91 H -3.94940 -4.33329 5.20993
92 H -2.26534 -5.06223 5.27632
93 C 4.19308 -4.55015 -2.55199
94 C 3.56775 -4.72055 -1.14063
95 C 2.78264 -3.54502 -0.69937
96 C 1.92175 -3.86486 0.54776
97 C 0.83918 -4.82462 0.15532
98 C 1.42652 -6.12108 -0.39540
99 N 2.64148 -5.89408 -1.25771
100 O 2.90086 -6.79580 -2.03536
101 C 0.41486 -6.91547 -1.18719
102 C 1.94188 -7.03392 0.77417
103 C 4.64046 -5.17566 -0.13133
104 H 3.43927 -4.38030 -3.32368
105 H 4.72454 -5.45240 -2.75425
106 H 4.90318 -3.71144 -2.50811
107 H 2.03117 -3.27628 -1.45990
108 H 3.53937 -2.78265 -0.54554
109 H 1.43481 -2.93951 0.83460
110 H 2.55591 -4.14552 1.38432
111 H 0.29087 -4.34509 -0.66444
112 H 0.19035 -5.19154 0.94993
113 H 0.86294 -7.86492 -1.43646
114 H 0.05425 -6.44452 -2.10246
115 H -0.43632 -7.05664 -0.52422
116 H 2.64415 -6.52691 1.43364
117 H 2.34848 -7.97384 0.40821
118 H 1.06366 -7.24640 1.38639
119 H 4.35481 -5.38221 0.90149
120 H 5.37344 -4.36561 -0.10677
121 H 5.19043 -6.04798 -0.48224
122 C 3.27123 5.75347 -4.01669
123 C 2.09973 5.86584 -3.07625
124 C 0.91020 5.17893 -3.74533
125 N -0.30651 4.90550 -2.84476
126 C -1.32939 4.14791 -3.69392
127 C -2.42536 3.54212 -2.90739
128 C -1.90728 2.59486 -1.84211
129 C -1.02151 3.43161 -0.90626
130 C 0.12028 4.09607 -1.64139
131 C -0.91294 6.22913 -2.38278
132 H 3.47846 4.72060 -4.28287
133 H 4.17121 6.18004 -3.59360
134 H 3.17270 6.17564 -5.01633
135 H 2.02151 6.93072 -2.87741
136 H 2.28962 5.35302 -2.14300
137 H 1.03008 4.17813 -4.09829
138 H 0.49610 5.79078 -4.54027
139 H -0.62345 3.48602 -4.15526
140 H -1.58676 4.81985 -4.51892
141 H -3.08838 3.02043 -3.60872
142 H -3.08247 4.18852 -2.33191
143 H -1.24504 1.88624 -2.33800
144 H -2.63598 2.00217 -1.27791
145 H -0.50286 2.80380 -0.15917
146 H -1.60547 4.12211 -0.29343
147 H 0.81264 3.36436 -2.07348
148 H 0.63835 4.67849 -0.87923
149 H -1.77373 6.09736 -1.73860
150 H -1.12743 6.78941 -3.28784
151 H -0.23643 6.81193 -1.76871
152 C -5.82816 1.05492 -0.31819
153 C -4.95904 0.12871 0.44197
154 C -5.20881 -1.28643 -0.15807
155 N -4.59800 -2.42021 0.67857
156 C -4.80735 -3.78718 0.08988
157 C -4.04597 -3.97896 -1.18658
158 C -2.54303 -3.86915 -0.88696
159 C -2.33389 -2.43337 -0.26664
160 C -3.12750 -2.28007 1.05486
161 C -5.26327 -2.40215 1.96960
162 H -5.75845 2.09857 -0.06534
163 H -6.88049 0.78281 -0.27680
164 H -5.56520 1.08707 -1.39375
165 H -5.29548 0.20059 1.47669
166 H -3.90751 0.41970 0.34542
167 H -4.87332 -1.30441 -1.19233
168 H -6.27986 -1.52985 -0.12213
169 H -5.89320 -3.85120 0.03381
170 H -4.42846 -4.54672 0.78157
171 H -4.33032 -3.28062 -1.97506
172 H -4.27813 -4.98738 -1.51644
173 H -1.93934 -3.91568 -1.79969
174 H -2.23175 -4.63708 -0.16205
175 H -2.77142 -1.69917 -0.94399
176 H -1.31733 -2.18929 0.06108
177 H -3.06355 -1.31792 1.55173
178 H -2.94424 -3.14801 1.66379
179 H -5.03884 -1.49000 2.50588
180 H -4.90933 -3.20236 2.61558
181 H -6.33746 -2.44493 1.77497
182 C 5.27688 1.68873 -3.97686
183 N 4.61217 0.76232 -3.02084
184 C 4.54058 -0.64506 -3.54898
185 C 5.44686 0.66531 -1.72230
186 C 3.22749 1.26967 -2.79056
187 C 2.31205 0.50016 -1.83795
188 O 2.64017 0.83667 -0.51426
189 H 6.30464 1.41122 -4.16506
190 H 5.25951 2.65587 -3.48681
191 H 4.76349 1.61377 -4.93286
192 H 4.12731 -1.31358 -2.80482
193 H 5.54176 -0.92031 -3.84643
194 H 3.81488 -0.67881 -4.36724
195 H 5.59886 1.68880 -1.38368
196 H 6.39781 0.20666 -1.97614
197 H 4.85615 0.11226 -1.01626
198 H 2.82781 1.23292 -3.81402
199 H 3.34434 2.28349 -2.43342
200 H 2.28889 -0.58831 -1.98165
201 H 1.29533 0.83096 -2.07216
202 H 1.99246 0.51975 0.16259
203 C -3.57745 3.95333 4.43764
204 N -3.14934 4.25553 3.05391
205 C -4.04945 3.44859 2.14676
206 C -3.32359 5.70585 2.67355
207 C -1.68689 3.95806 2.88102
208 C -1.35964 2.47316 3.06836
209 O -1.97190 1.64623 2.10610
210 H -3.08050 4.55778 5.19074
211 H -3.34366 2.92403 4.65770
212 H -4.64341 4.15821 4.50860
213 H -3.88934 2.41250 2.41908
214 H -3.63545 3.61205 1.15589
215 H -5.06605 3.81962 2.28148
216 H -3.04304 5.74544 1.62144
217 H -2.66576 6.36538 3.23819
218 H -4.34975 6.02692 2.82766
219 H -1.23375 4.58031 3.64325
220 H -1.44548 4.37516 1.90412
221 H -1.67020 2.25406 4.08756
222 H -0.26932 2.44510 3.03176
223 H -1.55920 0.78023 2.08305
224 B 2.17431 1.99648 6.52615
225 F 2.61445 3.25663 6.80579
226 F 3.10798 1.08787 6.86985
227 F 0.95605 1.70264 7.15188
228 F 1.83869 1.91247 5.03709
229 B -2.07331 -6.32174 2.24792
230 F -2.72868 -6.80202 1.09053
231 F -2.80719 -6.69090 3.32952
232 F -0.75584 -6.86062 2.44680
233 F -2.04564 -4.85756 2.26528
234 B 4.39026 -4.46398 3.64888
235 F 4.95371 -5.56380 2.98764
236 F 3.10963 -4.88345 3.99248
237 F 5.21344 -4.04467 4.73514
238 F 4.15985 -3.43984 2.68110

***

A cluster of 8 separate species, C21H59NO12 in total in a non-equilibrium geometry, computed with wB97M-V/def2-TZVPD.

As for the spin multiplicity: 1. The net charge is 0. The relative energy (zero: lowest compared OMol25 entry of this formula, charge and spin) is 307.90 kJ/mol.

Element x y z (Å)
1 C -6.30294 0.81828 1.19373
2 O -5.06476 0.41044 0.65724
3 C -3.96568 1.20778 1.09803
4 C -3.41096 0.66689 2.42710
5 C -2.37833 1.70846 3.01325
6 N -2.85323 -0.61565 2.15563
7 H -6.25485 0.93521 2.27882
8 H -7.04838 0.05827 0.96172
9 H -6.66348 1.77498 0.80851
10 H -3.16715 1.30848 0.35868
11 H -4.27903 2.25304 0.99260
12 H -4.15632 0.49263 3.20430
13 H -1.99837 1.28670 3.94651
14 H -2.82779 2.65105 3.32433
15 H -1.46816 1.85071 2.42993
16 H -2.18482 -0.61223 1.38749
17 H -3.64232 -1.16890 1.84519
18 C 1.99883 -5.07370 2.04366
19 C 1.27326 -3.89314 1.36578
20 C -0.23025 -4.12302 1.24519
21 O 1.55965 -2.62660 1.94361
22 H 2.03621 -5.91225 1.34850
23 H 1.38556 -5.47544 2.85352
24 H 2.90861 -4.68450 2.49762
25 H 1.69242 -3.82660 0.35779
26 H -0.92294 -3.30136 1.05789
27 H -0.55519 -4.54548 2.19652
28 H -0.40067 -4.70290 0.33596
29 H 2.31919 -2.17232 1.56801
30 C 2.81292 1.74443 -3.18643
31 C 3.58070 2.94708 -2.55539
32 C 3.47400 4.28587 -3.30088
33 O 3.24208 3.11228 -1.15643
34 H 1.75052 1.98488 -3.10971
35 H 2.85657 0.85594 -2.55767
36 H 3.02055 1.53681 -4.23524
37 H 4.62415 2.62566 -2.58022
38 H 3.98379 4.23164 -4.26305
39 H 4.02444 5.03677 -2.73002
40 H 2.49096 4.75595 -3.34338
41 H 2.42453 2.61906 -0.99215
42 C 3.88490 1.25398 2.60933
43 C 3.31904 1.35426 3.97594
44 C 2.12238 0.40363 4.24092
45 O 4.30928 1.11200 4.95237
46 H 4.47682 2.11920 2.30732
47 H 3.00744 1.33214 1.96209
48 H 4.44591 0.37273 2.30124
49 H 2.86770 2.32908 4.18120
50 H 1.85595 0.41154 5.29762
51 H 2.18624 -0.57481 3.76536
52 H 1.31591 0.91718 3.71146
53 H 3.80579 0.87018 5.73350
54 O -1.23984 -0.95846 -0.16699
55 C -0.11806 -0.50921 -0.91716
56 C 0.64840 0.55040 -0.04811
57 O 0.99933 1.66137 -0.86133
58 H -1.68248 -1.72207 -0.56649
59 H 0.46108 -1.37631 -1.23448
60 H -0.58266 0.05834 -1.72624
61 H 1.58663 0.11004 0.29089
62 H 0.10402 0.94779 0.80831
63 H 0.21300 2.21831 -0.80630
64 O -3.90850 -0.49804 -2.36519
65 C -4.42321 -1.70252 -1.72110
66 C -3.60485 -2.86132 -2.28836
67 O -2.35991 -2.88336 -1.66887
68 H -2.95070 -0.44010 -2.32302
69 H -4.39237 -1.65926 -0.63168
70 H -5.50031 -1.81797 -1.84129
71 H -3.57763 -2.81880 -3.37858
72 H -4.13027 -3.79076 -2.05061
73 H -2.04310 -3.79006 -1.68387
74 O 3.96233 -3.28312 -2.11257
75 C 4.71071 -2.04789 -2.00974
76 C 4.07838 -1.13964 -0.90639
77 O 3.93571 -1.67738 0.39815
78 H 4.33772 -3.91168 -1.49219
79 H 5.73652 -2.30472 -1.72892
80 H 4.94726 -1.53787 -2.94357
81 H 3.09271 -0.81207 -1.23548
82 H 4.65478 -0.21133 -0.88143
83 H 4.73398 -2.08585 0.74370
84 O -4.20273 2.39108 -3.57809
85 C -3.63030 3.06649 -2.48594
86 C -2.18727 2.51352 -2.34160
87 O -1.33577 3.23734 -1.42735
88 H -4.47027 1.48019 -3.42347
89 H -3.66292 4.12801 -2.73098
90 H -4.11925 2.91736 -1.52099
91 H -1.67734 2.61868 -3.30135
92 H -2.22859 1.44476 -2.13964
93 H -1.45487 4.16977 -1.62650

***

Number 1: gap between HOMO and LUMO 0.377 hartree, E_LUMO 0.995 eV, DFT total energy -5586.7524 eV. Number 2: gap between HOMO and LUMO 0.274 hartree, E_LUMO -1.009 eV, DFT total energy -31193.3733 eV. Number 3: gap between HOMO and LUMO 0.144 hartree, E_LUMO -10.821 eV, DFT total energy -128185.1020 eV. Number 4: gap between HOMO and LUMO 0.326 hartree, E_LUMO 0.270 eV, DFT total energy -48789.2750 eV.